[1]
Below is C4H9NO2 in the gas phase, with properties calculated with ωB97M-V/def2-TZVPD.

The largest force on an atom comes out at 0.53 eV/A. The total charge is 0. The value obtained for the orbital gap is 10.7 eV. Its relative energy (zero: lowest compared OMol25 entry of this formula, charge and spin) is 1.3653 eV. Its SMILES is COCCNC=O. The HOMO energy comes out at -0.3590 Eh.

Last column: Mulliken charge in e.
Cartesian coordinates (Å):
C: 0.31 -1.80 1.64  -0.734
O: 0.27 -0.44 1.26  -0.294
C: 1.00 -0.13 0.09  -0.396
C: 0.52 1.22 -0.40  -0.673
N: -0.92 1.27 -0.53  -0.156
C: -1.52 1.05 -1.74  0.025
O: -0.96 1.01 -2.82  -0.551
H: -0.10 -2.46 0.86  0.318
H: 1.32 -2.14 1.89  0.280
H: -0.32 -1.89 2.53  0.245
H: 0.78 -0.86 -0.71  0.334
H: 2.09 -0.14 0.27  0.328
H: 0.90 1.44 -1.40  0.367
H: 0.88 1.98 0.30  0.295
H: -1.44 1.13 0.32  0.269
H: -2.62 0.92 -1.69  0.344

[2]
Below is C15H17FN2O4S in the gas phase, with properties calculated with ωB97M-V/def2-TZVPD.

The largest force on an atom comes out at 0.94 eV/A. The total charge is 0. The value obtained for the orbital gap is 9.5 eV. Its relative energy (zero: lowest compared OMol25 entry of this formula, charge and spin) is 0.2278 eV. Its SMILES is CCN(CC(=O)NCc1ccco1)S(=O)(=O)c1ccc(F)cc1. The HOMO energy comes out at -0.3290 Eh.

Last column: Mulliken charge in e.
Cartesian coordinates (Å):
C: -0.61 0.74 -3.61  -1.189
H: -1.34 0.15 -3.06  0.234
H: -0.85 0.69 -4.67  0.436
H: -0.69 1.78 -3.29  0.318
C: 0.80 0.21 -3.38  -0.540
N: 1.17 0.26 -1.98  0.181
S: 2.12 -1.01 -1.42  1.325
O: 1.74 -2.19 -2.14  -0.747
O: 3.51 -0.64 -1.40  -0.722
C: 1.53 -1.16 0.27  -0.005
C: 2.13 -0.43 1.28  -0.322
C: 1.67 -0.56 2.58  -0.742
C: 0.63 -1.45 2.82  0.237
C: 0.03 -2.19 1.82  -0.341
C: 0.49 -2.03 0.52  -0.357
H: 0.07 -2.59 -0.30  0.516
H: -0.76 -2.88 2.05  0.509
F: 0.19 -1.60 4.08  -0.402
H: 2.10 0.00 3.39  0.482
H: 2.96 0.22 1.05  0.467
C: 1.63 1.54 -1.47  -0.890
H: 1.50 2.32 -2.22  0.440
H: 2.69 1.49 -1.22  0.327
C: 0.86 1.97 -0.22  0.541
O: 1.35 2.69 0.63  -0.693
N: -0.41 1.53 -0.19  0.285
H: -0.71 0.90 -0.92  -0.070
C: -1.34 1.87 0.86  -1.107
C: -2.01 0.67 1.44  0.487
C: -2.79 -0.29 0.86  -0.203
C: -3.18 -1.17 1.90  -0.730
C: -2.60 -0.68 3.03  -0.414
O: -1.89 0.43 2.76  -0.354
H: -2.62 -1.01 4.05  0.492
H: -3.80 -2.04 1.82  0.481
H: -3.07 -0.37 -0.17  0.550
H: -0.77 2.37 1.65  0.426
H: -2.10 2.57 0.47  0.328
H: 0.84 -0.85 -3.66  0.421
H: 1.51 0.76 -4.00  0.346

[3]
Below is 2 unconnected molecules or ions with the total composition C4H15N4 in a non-equilibrium geometry, with properties calculated with ωB97M-V/def2-TZVPD.

The largest force on an atom comes out at 7.88 eV/A. The total charge is +1. The value obtained for the orbital gap is 5.2 eV. Its relative energy (zero: lowest compared OMol25 entry of this formula, charge and spin) is 6.4182 eV. The HOMO energy comes out at -0.4377 Eh.

Last column: Mulliken charge in e.
Cartesian coordinates (Å):
C: 0.31 -0.12 -1.75  -1.111
C: -0.76 0.76 -1.06  0.619
C: -0.21 1.82 -0.07  -1.334
N: -1.63 1.45 -1.97  -0.624
H: 0.83 -0.74 -0.99  0.164
H: -0.25 -0.82 -2.40  0.326
H: 0.96 0.41 -2.45  0.329
H: -1.47 0.10 -0.51  0.241
H: -1.03 2.07 0.64  0.267
H: 0.71 1.53 0.44  0.285
H: -0.11 2.70 -0.70  0.482
H: -2.20 0.80 -2.51  0.249
H: -1.19 2.09 -2.66  0.235
N: 1.90 -0.60 1.56  -0.420
C: 0.55 -1.15 1.59  0.053
N: -0.87 -0.05 1.66  -0.428
N: 0.59 -2.43 1.04  -0.306
H: 2.43 -1.05 2.29  0.317
H: 2.18 -1.01 0.66  0.361
H: -1.22 -0.52 2.51  0.324
H: -0.03 0.43 2.01  0.307
H: 0.92 -3.08 1.76  0.340
H: -0.41 -2.58 0.93  0.323

[4]
Below is a molecular structure, C37H27ClIN4NiO4PSe, with properties calculated with ωB97M-V/def2-TZVPD.

The largest force on an atom comes out at 0.42 eV/A. The total charge is 0. The value obtained for the orbital gap (alpha / beta) is 7.9 / 7.9 eV. The spin multiplicity is 3. The HOMO energy (alpha / beta) comes out at -0.3187 / -0.3190 Eh.

Last column: Mulliken charge in e.
Cartesian coordinates (Å):
Ni: -0.39 0.31 -1.17  1.373
N: -0.70 -1.87 0.98  0.396
P: 0.28 -0.46 1.01  1.376
C: -0.14 0.22 2.64  0.902
C: 0.60 0.00 3.79  -0.404
C: 0.18 0.55 5.00  -0.689
C: -0.97 1.32 5.06  -0.691
C: -1.72 1.54 3.90  -0.560
C: -1.30 1.00 2.70  -0.742
C: 1.99 -1.04 1.19  -0.023
C: 2.37 -2.19 1.87  -0.080
C: 3.71 -2.50 2.01  -0.812
C: 4.68 -1.67 1.46  -0.600
C: 4.31 -0.53 0.77  -0.703
C: 2.96 -0.22 0.63  -0.487
C: -1.81 -1.92 0.18  0.103
C: -2.77 -2.93 0.35  -0.864
C: -3.91 -2.90 -0.42  -0.455
C: -4.08 -1.89 -1.36  -0.861
C: -3.08 -0.95 -1.49  -0.656
N: -1.96 -0.97 -0.75  0.703
H: -0.67 -2.55 1.73  0.326
H: 1.52 -0.57 3.76  0.389
H: 0.76 0.38 5.90  0.424
H: -1.29 1.75 6.00  0.409
H: -2.61 2.15 3.94  0.452
H: -1.88 1.18 1.80  0.338
H: 1.62 -2.86 2.28  0.326
H: 4.00 -3.40 2.54  0.458
H: 5.73 -1.92 1.57  0.405
H: 5.06 0.11 0.32  0.438
H: 2.67 0.66 0.07  0.343
H: -2.61 -3.70 1.09  0.472
H: -4.66 -3.67 -0.30  0.436
H: -4.97 -1.83 -1.98  0.456
H: -3.15 -0.15 -2.21  0.410
Cl: 1.04 6.19 4.56  -0.236
C: 0.38 5.27 3.24  0.480
C: 1.18 4.36 2.57  -0.848
C: 0.64 3.63 1.53  0.084
C: -0.68 3.80 1.15  -0.033
C: -1.47 4.72 1.83  -0.410
C: -0.95 5.47 2.87  -0.736
C: -1.31 2.95 0.07  0.490
O: -2.50 3.05 -0.17  -0.758
O: -0.50 2.13 -0.51  -0.988
H: 2.21 4.23 2.88  0.438
H: 1.26 2.91 1.00  0.397
H: -2.50 4.83 1.53  0.466
H: -1.55 6.19 3.41  0.433
Se: -0.18 -0.58 -4.32  0.420
N: -0.69 0.71 -3.21  0.033
C: -0.92 1.80 -3.93  0.803
C: -1.38 3.05 -3.43  -0.280
C: -1.58 4.06 -4.32  -0.764
C: -1.35 3.91 -5.72  -0.530
C: -0.93 2.73 -6.24  -0.727
C: -0.72 1.63 -5.35  0.303
N: -0.35 0.42 -5.74  -0.828
H: -1.59 3.17 -2.38  0.472
H: -1.94 5.02 -3.95  0.448
H: -1.52 4.75 -6.38  0.379
H: -0.77 2.58 -7.30  0.456
I: 1.50 -7.95 0.33  0.071
C: 1.50 -6.07 -0.58  -0.118
C: 2.71 -5.44 -0.86  -0.494
C: 2.71 -4.18 -1.43  -0.506
C: 1.51 -3.54 -1.72  0.621
C: 0.31 -4.19 -1.45  -0.069
C: 0.30 -5.46 -0.90  -0.647
C: 1.49 -2.14 -2.29  -0.545
O: 2.11 -1.90 -3.32  -0.708
O: 0.76 -1.32 -1.63  -0.654
H: 3.65 -5.93 -0.62  0.409
H: 3.64 -3.68 -1.66  0.493
H: -0.63 -3.69 -1.68  0.448
H: -0.64 -5.97 -0.71  0.426